Record 1
{"formula": "C35H47ClGeHfN3O4P2Se2Si3", "method": "ωB97M-V/def2-TZVPD", "symbols": ["Hf", "Se", "P", "C", "C", "C", "C", "C", "C", "C", "C", "C", "C", "C", "C", "C", "C", "N", "N", "N", "P", "Se", "C", "C", "C", "C", "C", "C", "C", "C", "C", "C", "C", "C", "H", "H", "H", "H", "H", "H", "H", "H", "H", "H", "H", "H", "H", "H", "H", "H", "H", "H", "H", "H", "O", "Cl", "O", "O", "O", "C", "Si", "C", "C", "Ge", "Si", "C", "C", "C", "Si", "C", "C", "C", "H", "H", "H", "H", "H", "H", "H", "H", "H", "H", "H", "H", "H", "H", "H", "H", "H", "H", "H", "H", "H", "H", "H", "H", "H", "H", "H"], "coordinates": [[1.20894, 1.53413, -2.04053], [-5.57351, 1.41193, -0.33654], [-4.00647, 0.51304, 0.96544], [-4.25322, -1.23277, 1.20948], [-3.55523, -2.15767, 0.43363], [-3.82934, -3.50886, 0.57801], [-4.80051, -3.92867, 1.47527], [-5.50817, -3.00342, 2.23453], [-5.24057, -1.65302, 2.10516], [-3.94794, 1.38411, 2.52309], [-3.61338, 0.68146, 3.68423], [-3.63689, 1.33317, 4.90594], [-3.99682, 2.67268, 4.96928], [-4.30774, 3.37590, 3.81260], [-4.28387, 2.73892, 2.58505], [-2.55432, 0.77982, -0.04817], [-1.25479, 1.22119, 0.15775], [-0.72388, 1.26058, -1.08190], [-1.61681, 0.86876, -1.98601], [-2.73029, 0.58878, -1.38470], [-0.10849, 1.66303, 1.47005], [1.81734, 2.13169, 0.51549], [-0.70455, 3.12432, 2.30860], [-0.73935, 3.20193, 3.69680], [-1.07849, 4.40518, 4.29961], [-1.39665, 5.50830, 3.52372], [-1.38316, 5.42173, 2.13465], [-1.02479, 4.23565, 1.52316], [0.09792, 0.28621, 2.58414], [1.09906, 0.37408, 3.55505], [1.30050, -0.68418, 4.42314], [0.52162, -1.83131, 4.31680], [-0.45531, -1.92710, 3.33681], [-0.66683, -0.87035, 2.46459], [-2.81306, -1.83526, -0.28387], [-3.29145, -4.23115, -0.01979], [-5.01642, -4.98293, 1.57916], [-6.27228, -3.33622, 2.92227], [-5.79977, -0.93504, 2.69151], [-3.35988, -0.36862, 3.63930], [-3.39456, 0.79016, 5.80857], [-4.03918, 3.17232, 5.92727], [-4.58572, 4.41883, 3.86816], [-4.54510, 3.28257, 1.68645], [-0.50034, 2.34150, 4.30627], [-1.08965, 4.47797, 5.37800], [-1.65100, 6.44539, 3.99950], [-1.62953, 6.28566, 1.53364], [-0.97373, 4.18096, 0.44081], [1.72459, 1.25537, 3.62797], [2.07304, -0.61984, 5.17611], [0.69103, -2.65804, 4.99240], [-1.04616, -2.82796, 3.23797], [-1.40548, -0.97179, 1.68125], [0.85559, 2.49315, -4.10482], [1.48310, 3.71286, -3.51580], [1.83454, 4.68508, -4.43744], [2.65055, 3.09375, -2.80168], [0.59262, 4.09014, -2.45051], [4.90602, 0.99221, -1.04188], [4.65590, -0.22730, -2.44901], [5.52647, -1.83078, -2.04277], [5.28426, 0.48871, -4.05499], [2.31277, -0.74359, -2.68621], [1.69211, -2.29155, -0.94492], [2.56186, -1.91930, 0.67554], [-0.17112, -2.19816, -0.66204], [2.11986, -4.02784, -1.48805], [1.69447, -1.61523, -4.83964], [-0.07177, -2.22072, -4.71706], [2.85896, -3.00921, -5.27024], [1.85389, -0.25009, -6.10525], [5.97415, 1.18907, -0.92645], [4.53652, 0.59211, -0.09539], [4.43106, 1.96493, -1.21620], [6.60380, -1.66002, -1.98393], [5.35065, -2.59431, -2.80077], [5.20337, -2.22821, -1.07998], [6.32357, 0.80041, -3.92917], [4.71360, 1.35922, -4.38076], [5.25711, -0.25170, -4.85527], [2.45052, -0.88088, 0.99355], [3.62799, -2.13609, 0.60151], [2.15425, -2.55835, 1.46299], [-0.44945, -1.23682, -0.21789], [-0.48016, -2.98761, 0.02698], [-0.72454, -2.31515, -1.59426], [3.17721, -4.12924, -1.73048], [1.54114, -4.33848, -2.35737], [1.89539, -4.72334, -0.67603], [-0.15663, -3.07446, -4.04320], [-0.40107, -2.55044, -5.70445], [-0.76130, -1.44337, -4.37544], [2.84694, -3.81412, -4.53696], [3.88637, -2.65517, -5.36466], [2.56724, -3.43098, -6.23463], [1.19720, 0.59594, -5.89844], [1.58852, -0.64004, -7.09054], [2.87711, 0.12188, -6.16315]], "lumo_ev": [-6.1, -7.9], "e_above_lowest_kcal_mol": 4.6, "multiplicity": 2, "e_tot_ev": -292949.2271, "total_charge": 2, "orbital_gap_ev": [6.769, 4.962]}


Record 2
{"formula": "C35H47Ge2N4RuSSi", "method": "ωB97M-V/def2-TZVPD", "symbols": ["Ru", "C", "Si", "C", "C", "C", "C", "C", "C", "N", "C", "S", "H", "H", "H", "H", "H", "H", "H", "H", "H", "H", "H", "H", "C", "C", "Ge", "C", "C", "C", "C", "Ge", "C", "C", "C", "C", "C", "C", "C", "C", "C", "C", "H", "H", "H", "H", "H", "H", "H", "H", "H", "H", "H", "H", "H", "H", "H", "H", "H", "H", "H", "H", "H", "H", "H", "H", "H", "H", "C", "C", "N", "C", "C", "C", "C", "C", "C", "C", "C", "N", "C", "N", "H", "H", "H", "H", "H", "H", "H", "H", "H"], "coordinates": [[0.06916, -0.03776, 0.05874], [-0.70752, 4.53169, -3.05074], [-1.23712, 5.19109, -1.37234], [-2.98788, 5.86655, -1.38456], [0.00308, 6.47855, -0.77297], [-1.19005, 3.86888, 0.03424], [-1.51465, 4.28288, 1.32726], [-1.40623, 3.43514, 2.42237], [-0.89342, 2.17196, 2.22221], [-0.56721, 1.74333, 1.00149], [-0.76796, 2.54003, -0.06925], [-0.42568, 1.66074, -1.54857], [-0.68040, 5.36264, -3.75903], [-1.39904, 3.78790, -3.45062], [0.29177, 4.09323, -3.02868], [-3.07475, 6.64469, -2.14663], [-3.25042, 6.31850, -0.42573], [-3.71576, 5.08661, -1.60550], [0.02603, 7.31472, -1.47498], [1.01283, 6.06823, -0.71212], [-0.26185, 6.87920, 0.20676], [-1.86672, 5.29645, 1.48559], [-1.67679, 3.76139, 3.41614], [-0.72401, 1.49704, 3.05177], [1.98174, -1.70261, -4.22077], [1.09039, -0.92283, -3.26049], [1.19655, -1.63230, -1.37379], [0.18816, -3.36871, -1.14162], [0.94459, -4.53614, -1.76871], [3.06561, -1.95654, -0.94545], [3.64468, -1.25407, 0.05944], [2.34048, -0.01408, 0.94872], [1.90298, -0.47565, 2.86391], [3.07554, -0.44119, 3.84491], [2.72029, 1.95838, 0.67379], [4.08997, 2.42292, 1.15691], [5.02828, -1.40437, 0.47955], [5.89814, -2.33423, -0.12461], [7.20184, -2.45354, 0.30191], [7.67970, -1.65935, 1.34227], [6.83936, -0.73230, 1.95020], [5.53535, -0.60808, 1.52050], [1.89162, -1.27375, -5.22052], [1.69680, -2.75248, -4.28660], [3.03042, -1.64651, -3.92932], [0.04170, -0.96646, -3.55948], [1.38852, 0.12524, -3.21737], [-0.79342, -3.23700, -1.59876], [0.04979, -3.52414, -0.07036], [1.09409, -4.39527, -2.83892], [0.37282, -5.45560, -1.63354], [1.91858, -4.68050, -1.30024], [3.62274, -2.69892, -1.51123], [1.45393, -1.47202, 2.86482], [1.13894, 0.24250, 3.16912], [3.81825, -1.19857, 3.60044], [2.70951, -0.64382, 4.85158], [3.56034, 0.53537, 3.86077], [1.92254, 2.48357, 1.19990], [2.60483, 2.15497, -0.39285], [4.22980, 2.24023, 2.22320], [4.17772, 3.49843, 0.99456], [4.89680, 1.93625, 0.60945], [5.55134, -2.96510, -0.93089], [7.85696, -3.17198, -0.17203], [8.70336, -1.75975, 1.67684], [7.20947, -0.10888, 2.75319], [4.88410, 0.12103, 1.98305], [-2.81508, -2.39973, 2.21237], [-1.77357, -1.63434, 1.74910], [-1.71954, -1.21238, 0.47307], [-2.71242, -1.50162, -0.36485], [-3.81839, -2.25701, 0.02556], [-3.83850, -2.73124, 1.33216], [-4.87839, -2.65360, -0.92009], [-5.60514, -1.90572, -1.75987], [-5.68813, -0.44166, -1.89234], [-6.41944, 0.10332, -2.94635], [-6.49818, 1.48417, -3.01924], [-5.92489, 2.26905, -2.11672], [-5.27536, 1.66467, -1.13268], [-5.12536, 0.36109, -0.98222], [-2.82189, -2.74826, 3.23510], [-0.94239, -1.35854, 2.39233], [-2.59231, -1.17794, -1.38878], [-4.65962, -3.35341, 1.66494], [-5.09054, -3.71726, -0.90706], [-6.29214, -2.43214, -2.41129], [-6.90098, -0.52585, -3.68192], [-7.03968, 1.98029, -3.81644], [-4.82702, 2.30164, -0.37534]], "lumo_ev": [-8.1, -8.2], "e_above_lowest_kcal_mol": 18.7, "multiplicity": 2, "e_tot_ev": -177329.0443, "total_charge": 2, "orbital_gap_ev": [4.921, 4.816]}


Record 3
{"formula": "C35H47IN5O5PTi", "method": "ωB97M-V/def2-TZVPD", "symbols": ["Ti", "C", "C", "C", "C", "C", "N", "C", "C", "C", "N", "C", "C", "C", "C", "C", "C", "C", "C", "N", "C", "C", "C", "N", "C", "C", "C", "C", "O", "C", "O", "H", "H", "H", "H", "H", "H", "H", "H", "H", "H", "H", "H", "H", "H", "H", "H", "H", "H", "H", "H", "H", "H", "H", "H", "H", "H", "H", "H", "I", "C", "C", "C", "C", "C", "N", "H", "H", "H", "H", "C", "C", "O", "P", "O", "C", "C", "O", "C", "C", "H", "H", "H", "H", "H", "H", "H", "H", "H", "H", "H", "H", "H", "H", "H"], "coordinates": [[1.07539, -0.26387, -0.03413], [-2.62836, -6.16896, -1.04016], [-1.88599, -4.97032, -0.53061], [-1.67466, -4.77454, 0.82881], [-1.03344, -3.62664, 1.32218], [-0.75446, -3.59064, 2.75838], [-1.16892, -2.75537, 3.64578], [-2.22128, -1.71894, 3.53603], [-1.74475, -0.28244, 3.36600], [-0.78106, 0.31849, 4.41621], [0.25465, 1.04052, 3.66345], [0.62106, 2.27638, 3.70675], [1.42663, 2.88564, 2.66686], [1.96383, 4.17060, 2.84455], [2.63263, 4.83519, 1.82001], [3.19459, 6.21030, 2.02463], [2.72562, 4.20447, 0.57789], [2.19880, 2.92679, 0.33915], [2.27004, 2.35449, -1.00975], [1.87627, 1.19516, -1.40657], [1.91698, 0.92683, -2.87433], [2.21208, -0.52769, -3.28555], [1.06907, -1.32603, -3.94157], [0.10457, -2.05883, -3.13350], [0.19305, -2.12177, -1.89251], [-0.61383, -2.94459, -0.96656], [-1.31739, -4.05269, -1.42022], [-0.52381, -2.70157, 0.40910], [0.16008, -1.59643, 0.81124], [1.57469, 2.28041, 1.40576], [1.04390, 1.05874, 1.19742], [-3.05472, -6.75188, -0.22706], [-1.96260, -6.81631, -1.61263], [-3.43919, -5.86356, -1.70184], [-2.03123, -5.52502, 1.52560], [-0.14491, -4.39945, 3.15955], [-0.86577, -2.95830, 4.59517], [-2.82452, -1.84286, 4.43595], [-2.83902, -1.99339, 2.68157], [-2.65548, 0.31891, 3.33617], [-1.30202, -0.19392, 2.37170], [-0.27970, -0.42884, 5.03332], [-1.27689, 1.02057, 5.08346], [0.62428, 0.51336, 2.87930], [0.25989, 2.88721, 4.53064], [1.85648, 4.65869, 3.80709], [3.43317, 6.38937, 3.07101], [2.46884, 6.96376, 1.71216], [4.09961, 6.35506, 1.43723], [3.22193, 4.72717, -0.23307], [2.69709, 3.02767, -1.75546], [2.65461, 1.60180, -3.30895], [0.93969, 1.22464, -3.25281], [2.70147, -1.07996, -2.47684], [2.98555, -0.48357, -4.05374], [1.50225, -2.08499, -4.59785], [0.48568, -0.68085, -4.60285], [1.11866, -1.64107, -1.44187], [-1.37319, -4.22855, -2.48858], [2.74917, -3.95371, -0.41580], [3.82085, -2.20274, -0.11465], [5.20514, -2.32845, -0.15437], [6.00375, -1.25605, 0.19459], [5.38949, -0.07636, 0.59549], [4.01714, -0.01372, 0.56712], [3.21183, -1.03939, 0.19903], [5.64671, -3.27404, -0.43605], [7.08204, -1.34810, 0.17384], [5.96221, 0.78259, 0.91515], [3.52611, 0.90583, 0.84857], [-3.12730, 3.44973, 0.18189], [-1.81603, 2.76519, 0.45932], [-1.28499, 2.17067, -0.76778], [-1.15473, 0.62912, -1.08370], [-2.34603, -0.13945, -0.40269], [-3.48439, -0.81134, -1.08597], [-4.65946, 0.11337, -1.21944], [-1.22189, 0.54633, -2.63361], [-2.03374, 1.37497, -3.58374], [-2.75696, 0.47228, -4.54106], [-3.45236, 3.99233, 1.07089], [-3.90419, 2.73433, -0.07984], [-3.02131, 4.17510, -0.62361], [-1.91324, 1.97639, 1.21228], [-1.05070, 3.47128, 0.78023], [-3.69037, -1.66799, -0.44888], [-3.10839, -1.16812, -2.04396], [-5.02204, 0.44814, -0.24853], [-5.47480, -0.42206, -1.70970], [-4.42416, 0.98326, -1.83401], [-1.30058, 2.00309, -4.08539], [-2.69155, 2.00628, -2.98986], [-2.07364, -0.22695, -5.02141], [-3.20350, 1.08967, -5.32227], [-3.56406, -0.07984, -4.06317]], "lumo_ev": -12.1, "e_above_lowest_kcal_mol": 44.9, "e_tot_ev": -95217.0832, "total_charge": 4, "orbital_gap_ev": 6.638}